<one>
The molecule C6H9NO2S. Source: the OMol25 dataset; level of theory: ωB97M-V/def2-TZVPD.

Computed properties:
- HOMO (alpha / beta) (eV) = -8.28 / -8.27
- orbital gap (alpha / beta) (eV) = 7.68 / 7.67

Structure (XYZ):
```
19
Properties=species:S:1:pos:R:3:nbo_charge:R:1
C 0.29741 2.63803 -1.09845 0.466
C -0.92573 -1.29151 2.08808 0.298
C -0.31300 0.05961 -1.21467 0.016
C -1.62888 -2.49801 2.59858 -0.707
C 2.00708 0.92518 -1.53082 -0.590
C 0.45692 1.23979 -1.68983 -0.456
N -0.16178 -0.07882 0.45115 -0.337
O 1.15758 3.48904 -1.23819 -0.512
O -0.91076 -1.06133 0.87354 -0.174
S -1.31976 -0.80387 -2.09019 0.010
H -0.64017 2.86081 -0.67191 0.124
H -0.20573 -0.75204 2.71215 0.185
H -2.55947 -2.76438 2.04525 0.254
H -1.75918 -2.52248 3.70234 0.244
H -0.95675 -3.39683 2.30034 0.249
H 2.53976 1.59832 -2.19486 0.228
H 2.31155 -0.06951 -1.83518 0.215
H 2.41458 1.11812 -0.44637 0.226
H 0.19631 1.30988 -2.76097 0.261
```

***

<two>
A cluster of 2 separate species, C6H9NO2S in total. Source: the OMol25 dataset; level of theory: ωB97M-V/def2-TZVPD.

Computed properties:
- HOMO (eV) = -8.42
- orbital gap (eV) = 7.57

Structure (XYZ):
```
19
Properties=species:S:1:pos:R:3:nbo_charge:R:1
C -3.02554 -0.63359 -0.65048 -0.269
C -3.76489 0.24858 0.15531 0.725
C 1.87570 0.13717 -0.72713 -0.691
C 0.24483 -0.11100 1.32074 -0.708
C -0.83310 -0.18317 -1.50795 0.091
C 0.74731 0.65214 0.14309 0.008
N -1.93699 -0.43099 -1.27980 -0.230
O -4.69736 -0.12217 0.84502 -0.581
O -3.36027 1.51571 0.19576 -0.687
S 0.01674 2.07028 -0.20176 -0.043
H -3.61397 -1.53430 -0.76873 0.229
H 1.99465 0.79057 -1.69723 0.237
H 1.68181 -0.80229 -1.05345 0.227
H 2.84162 0.17668 -0.07867 0.245
H 1.15337 -0.42260 1.76238 0.228
H -0.27107 -1.05849 1.08537 0.248
H -0.44177 0.41462 1.94884 0.251
H -0.25805 0.22701 -2.27285 0.223
H -2.52890 1.77522 -0.20969 0.497
```

***

Stability summary - winner: <two>; margin: 1.841 eV.

***

<one>
A cluster of 2 separate species, C8H15N2O in total. Source: the OMol25 dataset; level of theory: ωB97M-V/def2-TZVPD.

Computed properties:
- net charge = +1
- HOMO (alpha / beta) (eV) = -12.08 / -12.46
- orbital gap (alpha / beta) (eV) = 7.96 / 8.10

Structure (XYZ):
```
26
Properties=species:S:1:pos:R:3:nbo_charge:R:1
C 0.20780 1.81256 0.66651 -0.412
C -1.81992 -0.44129 -0.78334 -0.395
C -0.00088 0.85406 1.86076 -0.440
C -1.54776 -0.98171 0.66307 -0.428
C 1.04210 1.29516 -0.52214 -0.501
C -0.47546 -0.48401 -1.53656 -0.530
C -0.22390 -0.53022 1.26433 -0.030
C 0.70646 -0.08502 -0.83617 0.257
N 2.39013 -0.64139 -2.14446 0.275
N 0.90766 -0.93663 0.35010 -0.590
O 2.41637 -1.80595 -2.23609 -0.187
H -0.69673 2.18756 0.27716 0.220
H 0.73569 2.67116 1.04145 0.241
H -2.66935 -0.93995 -1.36874 0.259
H -1.98782 0.60259 -0.68955 0.212
H 0.78648 0.85931 2.68368 0.235
H -0.83360 1.19806 2.39675 0.255
H -2.22658 -0.76219 1.49174 0.250
H -1.48768 -2.01894 0.68866 0.214
H 0.76904 1.89907 -1.36247 0.253
H 2.15711 1.33564 -0.45278 0.228
H -0.15544 -1.43982 -2.07895 0.229
H -0.59713 0.22394 -2.44502 0.261
H -0.08898 -1.20177 2.17545 0.232
H 1.84870 -0.72439 0.85305 0.449
H 0.84369 -1.94583 0.04357 0.445
```

***

<two>
The ion C8H15N2O with charge +1. Source: the OMol25 dataset; level of theory: ωB97M-V/def2-TZVPD.

Computed properties:
- SMILES = C[NH2+][C@@]1([C@@H](C)O)C=CCC=N1
- net charge = +1
- HOMO (eV) = -13.52
- orbital gap (eV) = 10.58

Structure (XYZ):
```
26
Properties=species:S:1:pos:R:3:nbo_charge:R:1
C -1.98827 -0.05967 -1.02925 -0.093
C -0.68389 -0.24828 -1.29487 -0.312
C -1.46269 0.13608 1.44343 0.172
C -2.54921 0.06258 0.40962 -0.519
C 0.38341 -0.14261 -0.20488 0.237
C 0.68109 2.55792 -0.24753 -0.651
C 0.86492 -2.64403 0.31383 -0.433
C 1.24746 1.16782 -0.44738 0.074
N -0.23605 -0.08829 1.34222 -0.441
N 1.38931 -1.29837 -0.09589 -0.557
O 2.42987 1.03836 0.39555 -0.733
H -2.73153 -0.17565 -1.87574 0.243
H -0.39989 -0.37001 -2.34843 0.240
H -2.00225 0.04430 2.44557 0.205
H -3.17694 0.84324 0.56876 0.247
H -3.04625 -0.82503 0.59371 0.251
H 0.29726 2.74457 0.77651 0.223
H -0.17777 2.75559 -0.84093 0.236
H 1.51775 3.33787 -0.42891 0.259
H -0.10563 -2.76554 -0.34129 0.230
H 1.52070 -3.44498 -0.00043 0.243
H 0.61326 -2.69860 1.40526 0.258
H 1.38326 1.04204 -1.48889 0.187
H 1.90645 -1.39914 -1.01067 0.444
H 2.13279 -1.06412 0.69603 0.493
H 2.19283 1.49391 1.26461 0.497
```

***

Stability summary - winner: <two>; margin: 1.931 eV.

***

<one>
A cluster of 8 separate species, C16H48O8 in total. Source: the OMol25 dataset; level of theory: ωB97M-V/def2-TZVPD.

Computed properties:
- SMILES = CCO.CCO.CCO.CCO.CCO.CCO.CCO.CCO
- HOMO (eV) = -9.42
- orbital gap (eV) = 9.77

Structure (XYZ):
```
72
Properties=species:S:1:pos:R:3:lowdin_charge:R:1
C -4.17927 -3.86151 -0.33194 -0.083
C -3.38256 -3.92417 0.94775 -0.316
O -2.10153 -3.34104 0.82825 -0.107
H -5.20103 -4.21473 -0.19617 0.076
H -3.71166 -4.49356 -1.09281 0.065
H -4.17574 -2.84944 -0.74039 0.079
H -3.30568 -4.96359 1.30276 0.109
H -3.87631 -3.41554 1.77954 0.114
H -1.73036 -3.45783 -0.06022 0.030
C -3.14806 4.63880 -2.51749 -0.094
C -2.32959 4.21943 -1.30516 -0.321
O -0.93177 4.37301 -1.50685 -0.096
H -4.19765 4.36712 -2.35699 0.073
H -2.79914 4.21969 -3.46178 0.067
H -3.18769 5.72735 -2.59992 0.072
H -2.58580 3.20478 -0.99056 0.100
H -2.60898 4.93523 -0.53111 0.111
H -0.69420 3.89964 -2.31758 0.030
C 2.73939 2.71593 -3.27886 -0.083
C 1.84937 3.90519 -3.53118 -0.294
O 0.50288 3.47653 -3.77322 -0.101
H 2.36349 2.13205 -2.43332 0.059
H 3.72358 3.06435 -2.95531 0.078
H 2.82409 2.05871 -4.14009 0.077
H 2.20847 4.42186 -4.42887 0.113
H 1.89226 4.63613 -2.72248 0.114
H 0.16457 3.88999 -4.57083 0.092
C -0.50154 2.83847 3.02458 -0.090
C -0.88928 1.41953 3.39643 -0.306
O -1.80940 0.84984 2.46398 -0.093
H -0.03803 3.33816 3.88190 0.074
H -1.36410 3.45216 2.75987 0.073
H 0.23108 2.87720 2.21880 0.051
H -1.33234 1.40478 4.39098 0.107
H 0.01715 0.80359 3.39614 0.099
H -1.24709 0.49896 1.76217 0.022
C -0.65633 -5.98092 -0.69627 -0.081
C -0.13798 -4.97910 -1.71384 -0.299
O -0.97521 -3.83514 -1.77438 -0.086
H -1.60728 -6.42104 -1.00282 0.079
H -0.73834 -5.54910 0.30114 0.062
H 0.04590 -6.81083 -0.59059 0.082
H -0.04859 -5.49137 -2.67589 0.114
H 0.86683 -4.72060 -1.36194 0.093
H -0.56298 -3.15540 -2.31503 0.091
C 0.01828 0.96438 -0.82502 -0.065
C -0.21366 -0.52251 -0.66117 -0.287
O -0.29925 -0.82684 0.72781 -0.103
H 0.88291 1.32806 -0.26585 0.074
H -0.84422 1.46629 -0.37579 0.072
H 0.10034 1.27059 -1.86634 0.069
H 0.57263 -1.13838 -1.11404 0.108
H -1.15962 -0.77202 -1.15578 0.118
H -0.99895 -1.45639 0.94768 0.075
C 1.71149 -3.92868 1.30923 -0.090
C 2.50590 -2.71947 1.76511 -0.326
O 1.80317 -1.96217 2.72811 -0.077
H 0.68130 -3.75359 0.99598 0.051
H 1.66897 -4.67099 2.11294 0.082
H 2.22276 -4.46663 0.50120 0.070
H 2.80441 -2.11417 0.89856 0.106
H 3.42830 -3.06972 2.23021 0.111
H 1.04796 -1.60074 2.24622 0.047
C 3.32273 1.57572 2.07696 -0.087
C 3.66084 2.83028 2.86207 -0.315
O 2.74814 3.88328 2.57932 -0.088
H 4.04589 0.77693 2.26263 0.076
H 3.38110 1.79979 1.00699 0.068
H 2.33393 1.18502 2.31627 0.057
H 4.67585 3.14121 2.58893 0.107
H 3.60165 2.67313 3.93689 0.112
H 2.92363 4.20406 1.69048 0.080
```

***

<two>
A cluster of 8 separate species, C16H48O8 in total. Source: the OMol25 dataset; level of theory: ωB97M-V/def2-TZVPD.

Computed properties:
- SMILES = CCO.CCO.CCO.CCO.CCO.CCO.CCO.CCO
- HOMO (eV) = -10.18
- orbital gap (eV) = 10.50

Structure (XYZ):
```
72
Properties=species:S:1:pos:R:3:lowdin_charge:R:1
C 25.82656 1.06296 -20.78185 -0.090
C 25.51741 -0.08069 -19.83092 -0.318
O 24.32632 -0.74510 -20.28013 -0.092
H 25.06996 1.84757 -20.78811 0.071
H 25.90864 0.64593 -21.78557 0.075
H 26.62469 1.72271 -20.44150 0.072
H 25.60613 0.26382 -18.80061 0.104
H 26.19663 -0.93054 -19.89812 0.105
H 24.30811 -1.59926 -19.84232 0.074
C 18.59072 -6.07100 -21.85316 -0.083
C 19.65053 -5.22931 -21.02279 -0.277
O 20.20553 -6.05445 -19.97688 -0.102
H 18.84825 -7.11767 -22.01518 0.063
H 18.43490 -5.60630 -22.82673 0.066
H 17.76357 -6.15346 -21.14808 0.059
H 19.18435 -4.30593 -20.67910 0.102
H 20.46501 -5.05595 -21.72612 0.100
H 19.61343 -6.19843 -19.23506 0.072
C 12.64717 -11.73500 -17.34881 -0.107
C 13.95628 -11.46021 -17.94708 -0.370
O 13.67861 -10.51130 -18.94875 -0.076
H 12.62167 -12.32608 -16.43334 0.080
H 12.06225 -12.25931 -18.10449 0.082
H 12.26749 -10.72667 -17.18381 0.081
H 14.29208 -12.39612 -18.39364 0.112
H 14.67903 -11.03819 -17.24878 0.116
H 14.54591 -10.36038 -19.33165 0.083
C 21.15722 1.04612 -25.71661 -0.078
C 21.33037 -0.14469 -24.68972 -0.275
O 20.98828 0.28370 -23.34069 -0.102
H 20.17611 1.52082 -25.70271 0.063
H 21.32998 0.62824 -26.70839 0.064
H 21.83575 1.85614 -25.44912 0.066
H 22.39931 -0.35365 -24.64723 0.097
H 20.83022 -1.07125 -24.97156 0.099
H 21.70265 -0.04447 -22.78971 0.065
C 14.31891 -1.84077 -20.48162 -0.096
C 15.53589 -0.94483 -20.57170 -0.342
O 16.12187 -0.91565 -21.87074 -0.067
H 13.62312 -1.56904 -21.27544 0.075
H 13.83751 -1.77412 -19.50596 0.074
H 14.61227 -2.87989 -20.63085 0.069
H 16.19759 -1.22416 -19.75180 0.105
H 15.20045 0.05631 -20.30098 0.102
H 17.03041 -0.62024 -21.77644 0.079
C 25.23157 -7.74579 -18.60044 -0.099
C 25.71508 -6.31030 -18.50308 -0.307
O 24.55421 -5.62688 -18.07150 -0.104
H 25.99116 -8.48393 -18.85786 0.072
H 24.46748 -7.84367 -19.37160 0.070
H 24.62883 -7.99008 -17.72573 0.079
H 26.13461 -5.90294 -19.42294 0.106
H 26.40058 -6.14222 -17.67246 0.111
H 23.75627 -5.96024 -18.48836 0.072
C 20.96651 -12.87427 -17.70875 -0.103
C 20.10244 -11.70899 -18.03881 -0.339
O 19.09241 -12.09754 -18.96489 -0.082
H 21.74999 -12.75560 -16.96030 0.073
H 21.43998 -13.29060 -18.59790 0.076
H 20.28358 -13.56041 -17.20782 0.078
H 20.63193 -10.84363 -18.43743 0.105
H 19.63968 -11.33016 -17.12753 0.112
H 19.42121 -12.27836 -19.84851 0.080
C 15.10348 -6.31083 -15.25993 -0.105
C 15.81266 -6.31695 -16.61438 -0.266
O 16.96396 -7.22577 -16.48395 -0.115
H 14.19470 -5.72181 -15.38352 0.070
H 15.67275 -5.84113 -14.45780 0.067
H 14.85551 -7.27666 -14.81972 0.076
H 16.19911 -5.35474 -16.95039 0.101
H 15.08424 -6.64624 -17.35537 0.106
H 17.44203 -7.08214 -15.66394 0.066
```

***

<three>
A cluster of 8 separate species, C16H48O8 in total. Source: the OMol25 dataset; level of theory: ωB97M-V/def2-TZVPD.

Computed properties:
- SMILES = CCO.CCO.CCO.CCO.CCO.CCO.CCO.CCO
- HOMO (eV) = -9.50
- orbital gap (eV) = 10.04

Structure (XYZ):
```
72
Properties=species:S:1:pos:R:3:lowdin_charge:R:1
C 2.79404 2.81282 -0.95470 -0.081
C 1.95113 4.03401 -1.42178 -0.281
O 0.56078 3.67941 -1.34800 -0.096
H 2.45693 2.51543 0.03829 0.059
H 3.84567 3.09948 -0.95104 0.075
H 2.56970 1.93628 -1.56252 0.045
H 2.26681 4.46518 -2.37180 0.107
H 2.03011 4.85584 -0.71012 0.105
H 0.34498 3.19070 -2.14562 0.071
C -0.21332 0.54942 -0.06029 -0.036
C 0.42830 0.39893 1.40903 -0.211
O -0.60673 0.00872 2.32204 -0.111
H -0.28512 -0.40146 -0.58827 0.041
H 0.44502 1.05281 -0.76831 0.032
H -1.23696 0.91344 -0.14819 0.052
H 0.85723 1.35753 1.70093 0.097
H 1.32167 -0.22396 1.45380 0.099
H -1.08713 0.81348 2.52982 0.043
C -3.90840 0.92758 3.36738 -0.062
C -3.41582 1.63210 2.10440 -0.304
O -2.23255 2.31947 2.42295 -0.086
H -4.58872 0.11196 3.12238 0.077
H -4.50997 1.58986 3.98996 0.072
H -3.10026 0.51251 3.96964 0.076
H -4.19730 2.30770 1.75661 0.117
H -3.19289 0.92397 1.30631 0.085
H -2.02069 3.06383 1.85492 0.104
C -2.94293 0.85207 -3.64911 -0.098
C -3.61146 1.32325 -2.37637 -0.315
O -4.36424 0.20439 -1.97562 -0.090
H -2.34626 -0.04192 -3.46784 0.061
H -2.37371 1.68505 -4.06168 0.067
H -3.68762 0.70760 -4.43184 0.076
H -4.09368 2.28363 -2.55870 0.116
H -2.82705 1.44081 -1.62872 0.085
H -3.78480 -0.49144 -1.65676 0.031
C 4.56693 -0.22692 -0.14481 -0.081
C 5.11795 -1.30471 0.79884 -0.297
O 4.15298 -2.35535 0.96166 -0.088
H 3.64876 0.22409 0.23159 0.051
H 4.32765 -0.55625 -1.15594 0.058
H 5.27620 0.58348 -0.31295 0.075
H 5.31847 -0.94054 1.80644 0.106
H 6.09172 -1.63304 0.43541 0.102
H 4.31398 -2.86323 1.76024 0.076
C 1.20203 -0.40843 -3.83640 -0.100
C 2.58873 0.06715 -3.92374 -0.340
O 2.55775 1.35106 -4.52584 -0.069
H 1.10552 -1.40840 -3.41349 0.081
H 0.75274 -0.42126 -4.82941 0.087
H 0.56080 0.14313 -3.14885 0.057
H 3.11208 -0.68613 -4.51261 0.117
H 3.07032 0.12722 -2.94775 0.082
H 3.35150 1.48116 -5.04990 0.083
C 1.06670 -2.58355 4.66374 -0.082
C -0.23931 -3.18907 4.17275 -0.332
O -1.15321 -2.13042 3.95470 -0.102
H 1.48004 -1.95121 3.87799 0.067
H 1.70996 -3.43994 4.86602 0.068
H 0.89548 -2.06249 5.60570 0.078
H -0.68646 -3.89956 4.86799 0.108
H -0.08457 -3.82350 3.30002 0.098
H -0.74737 -1.46528 3.39392 0.019
C -2.55430 -2.39796 0.84196 -0.045
C -1.93800 -2.74874 -0.51488 -0.307
O -2.59358 -2.00789 -1.51379 -0.102
H -3.58987 -2.73309 0.90013 0.084
H -2.51126 -1.32073 1.00265 0.054
H -1.96748 -2.91612 1.60042 0.065
H -2.09399 -3.79350 -0.78366 0.112
H -0.86786 -2.57978 -0.63460 0.100
H -2.48552 -2.54102 -2.30480 0.095
```

***

Stability summary - winner: <one>; margin: 1.325 eV.

***

<one>
The ion H4NO2P2 with charge -1. Source: the OMol25 dataset; level of theory: ωB97M-V/def2-TZVPD.

Computed properties:
- SMILES = N[P@](=O)([O-])P
- net charge = -1
- HOMO (eV) = -4.18
- orbital gap (eV) = 8.67

Structure (XYZ):
```
9
Properties=species:S:1:pos:R:3:nbo_charge:R:1
N -1.16037 -0.57429 0.80545 -1.238
O -0.19435 -0.38136 -1.64351 -1.198
O 1.24571 -1.46712 0.10951 -1.168
P 0.76830 1.56496 0.46013 -0.263
P 0.20258 -0.49685 -0.17367 2.110
H -1.25716 -1.47865 1.30543 0.373
H -1.93361 -0.55247 0.11874 0.386
H 0.37372 2.29378 -0.82034 -0.001
H 1.95517 1.09201 -0.16174 -0.002
```

***

<two>
A structure of composition H4NO2P2. Source: the OMol25 dataset; level of theory: ωB97M-V/def2-TZVPD.

Computed properties:
- net charge = -1
- HOMO (eV) = -3.09
- orbital gap (eV) = 7.10

Structure (XYZ):
```
9
Properties=species:S:1:pos:R:3:nbo_charge:R:1
N -1.27349 1.19231 -0.10235 -1.214
O 2.03744 0.20098 -1.00962 -1.063
O -0.99169 -0.94993 -1.36979 -1.129
P 0.92191 -0.81802 1.40736 -0.344
P -0.19126 -0.12796 -0.43080 1.764
H -0.91520 1.74098 0.69215 0.381
H -2.24494 1.06434 -0.25903 0.397
H 1.86209 -0.27176 0.45770 0.196
H 0.79513 -2.03094 0.61439 0.012
```

***

Stability summary - winner: <one>; margin: 4.976 eV.